(1)
DFT (the ωB97M-V functional and the def2-TZVPD basis) results for C21H32CoF6NO3P2 as an isolated structure.

```
66
Properties=species:S:1:pos:R:3:forces:R:3:mulliken_charge:R:1
C -3.6358 -0.0330 -2.2818 0.40 -0.04 1.47 -1.168
C -2.3502 0.1493 -1.7810 0.08 -1.79 -0.62 0.928
N -1.9408 -0.3857 -0.6347 -1.70 0.00 0.65 1.450
C -2.8246 -0.9281 0.2041 -1.39 -0.29 0.02 0.616
C -4.1671 -1.0574 -0.1704 0.53 0.24 0.09 -0.919
C -4.5594 -0.6231 -1.4306 -0.25 -0.12 -0.23 -0.558
C -1.2925 0.8323 -2.5003 -0.10 3.03 -1.19 -1.598
P 0.3911 0.7145 -1.9185 -0.05 0.65 -1.33 1.051
Co -0.0333 -0.2159 -0.0882 1.34 -5.00 1.40 -1.044
P -0.7666 -0.5974 2.0079 -0.16 -0.80 0.67 1.163
C -2.3907 -1.3903 1.5705 0.79 0.01 0.61 -1.392
C 1.8144 0.1446 0.5020 0.72 0.81 0.43 0.465
C 2.7183 -0.8209 0.0744 1.11 0.16 0.26 0.924
C 4.0419 -0.8064 0.5411 -0.17 0.42 0.49 -1.140
C 4.4412 0.1980 1.4485 -0.48 0.22 -0.06 -0.648
C 3.5231 1.1987 1.8650 -0.20 -0.53 -0.80 -0.858
C 2.1987 1.1883 1.3581 1.69 -0.99 0.20 0.071
O -1.8717 3.5611 -1.6415 -1.19 -0.10 1.38 -0.728
O -1.7394 2.3909 0.8167 -3.80 2.86 0.00 -0.908
H -3.8607 0.3177 -3.2545 -0.37 0.27 -0.73 0.636
H -4.8599 -1.4744 0.5497 -0.08 -0.03 -0.18 0.552
H -5.5898 -0.7448 -1.7617 0.18 -0.02 0.12 0.417
C 1.1400 -0.4430 -3.0030 0.98 -0.90 -1.47 -1.396
C 1.2313 2.2654 -2.1282 0.11 0.55 -0.53 -1.424
H -3.1047 -1.1173 2.3550 -0.25 -0.13 -0.34 0.698
H -2.2538 -2.4809 1.5901 -0.04 0.28 -0.07 0.378
H -1.5403 1.9111 -2.2892 0.42 -0.63 -0.19 0.263
H -1.3588 0.8464 -3.5658 -0.35 -0.53 -0.97 0.706
C 0.1998 -1.7453 3.0448 -0.51 0.09 0.21 -1.143
C -1.2140 0.8318 3.0140 -0.16 -0.41 0.77 -1.288
H 2.3928 -1.6033 -0.6093 0.13 0.12 0.25 0.118
H 4.7349 -1.5970 0.2284 -0.18 0.41 0.14 0.425
H 5.4723 0.2180 1.8205 -0.45 -0.01 -0.11 0.348
H 3.8379 1.9926 2.5436 0.03 -0.23 -0.11 0.401
H 1.4901 1.9532 1.6609 0.03 0.00 0.01 0.378
H -1.0261 1.8940 0.4066 1.87 -0.20 -0.28 0.056
H -1.6185 3.3229 1.0659 0.70 -0.57 -0.17 0.210
H -2.0422 3.1352 -0.7191 0.15 0.74 -1.76 0.460
H -2.7578 3.6949 -2.0338 0.65 0.01 0.37 0.292
H -0.2437 1.0537 0.6506 0.56 1.36 0.34 0.470
H 1.1145 -0.0990 -4.0371 -0.08 0.16 -0.21 0.543
H 2.1869 -0.6113 -2.7743 0.23 0.15 0.28 0.368
H 0.6964 -1.4362 -2.9967 -0.34 0.13 0.29 0.223
H 1.4270 2.4289 -3.1941 -0.02 0.23 0.16 0.451
H 0.6071 3.0687 -1.7245 0.18 -0.07 -0.12 0.360
H 2.1835 2.2255 -1.5943 -0.11 -0.05 0.03 0.352
H -1.8845 0.4845 3.8224 0.32 0.42 -0.12 0.472
H -0.2741 1.2427 3.4290 -0.50 -0.08 -0.10 0.351
H -1.6931 1.5639 2.3342 0.25 -0.72 1.05 0.427
H -0.4120 -2.0423 3.9109 0.40 -0.05 -0.08 0.434
H 0.4974 -2.6131 2.4395 -0.13 0.43 0.23 0.152
H 1.0950 -1.1942 3.3703 -0.24 -0.24 -0.06 0.304
C -1.0169 -4.4723 0.1223 -0.05 -0.29 0.06 -1.980
C 0.2694 -3.8104 -0.3762 0.47 -0.57 -0.50 0.523
O 0.3779 -2.5086 -0.1190 -0.28 0.89 -0.09 -0.909
C 1.4806 -4.6017 0.2963 0.04 0.02 -0.23 0.698
F 1.4207 -5.9565 0.0874 0.18 0.98 0.19 -0.286
F 2.7042 -4.1812 -0.1242 -0.92 -0.35 0.31 -0.244
F 1.4401 -4.4102 1.6427 0.11 -0.24 -0.66 -0.300
C 0.3184 -4.0975 -1.9401 -0.23 0.26 -0.12 0.403
F 0.1107 -5.4013 -2.2692 0.14 0.80 0.08 -0.299
F -0.6811 -3.3711 -2.5573 0.69 -0.60 0.44 -0.253
F 1.4751 -3.7138 -2.5342 -0.57 -0.21 0.34 -0.253
H -1.0800 -4.3524 1.2082 0.00 -0.03 -0.16 0.293
H -1.0023 -5.5390 -0.1242 -0.25 0.16 0.16 0.501
H -1.8765 -3.9907 -0.3544 0.13 -0.06 0.07 0.404
```
Positions in Å, forces in eV/Å.

## Properties
Highest occupied orbital energy (alpha / beta), eV: -5.576 / -7.905
2S+1: 5
Frontier orbital gap (alpha / beta), eV: 5.76 / 7.45

(2)
DFT (the ωB97M-V functional and the def2-TZVPD basis) results for a 2-piece molecular cluster, C21H32F3NO overall.

```
58
Properties=species:S:1:pos:R:3:forces:R:3:mulliken_charge:R:1
C -4.0094 0.8999 -2.6262 0.14 -0.22 -0.12 -1.687
C -3.1978 1.2406 -1.3707 0.28 0.06 -0.05 2.070
C -2.9484 2.7469 -1.3760 0.09 0.05 0.01 -2.069
C -4.0353 0.9112 -0.1280 0.16 -0.24 0.15 -1.677
C -1.8574 0.4589 -1.3420 0.58 1.26 0.13 -0.264
C -0.6325 1.0693 -1.2487 -1.52 0.25 0.00 -0.706
C 0.6126 0.3478 -1.1639 2.30 1.22 0.49 0.169
C 1.8131 1.0403 -0.9312 -3.42 -0.81 -1.33 -0.875
C 3.1403 0.4645 -1.0683 2.90 -1.26 0.26 0.916
F 4.1237 1.4378 -1.0171 -1.25 -0.96 -0.17 -0.302
F 3.4886 -0.4292 -0.0412 -0.57 0.84 -1.20 -0.230
F 3.3473 -0.2401 -2.2305 -0.31 0.74 1.07 -0.247
C 0.5433 -1.0827 -1.2816 -0.52 -1.47 -0.22 -0.589
C -0.6401 -1.7680 -1.3548 1.32 -0.28 0.12 -0.430
C -0.6990 -3.3141 -1.3779 0.13 0.09 -0.05 2.018
C -1.4200 -3.8492 -0.1302 -0.12 0.28 0.10 -1.641
C 0.7072 -3.9070 -1.3850 0.07 0.03 0.01 -2.112
C -1.4193 -3.8229 -2.6348 -0.11 0.24 -0.09 -1.670
C -1.9130 -1.0178 -1.3631 -1.99 -1.06 0.25 1.640
O -3.0153 -1.6195 -1.3587 2.21 1.17 -0.09 -0.741
H -4.2560 -0.1638 -2.6406 -0.03 0.21 -0.11 0.355
H -4.9381 1.4844 -2.6351 0.19 -0.10 0.00 0.447
H -3.4272 1.1509 -3.5197 -0.16 -0.05 0.00 0.366
H -2.4095 3.0543 -0.4730 -0.05 0.09 -0.15 0.391
H -2.3790 3.0414 -2.2648 -0.05 0.09 0.15 0.404
H -3.9107 3.2731 -1.3946 0.20 -0.10 0.00 0.417
H -3.4687 1.1680 0.7742 -0.16 -0.05 -0.02 0.353
H -4.9640 1.4955 -0.1389 0.19 -0.09 -0.01 0.445
H -4.2808 -0.1533 -0.1109 -0.03 0.23 0.11 0.370
H -0.5380 2.1578 -1.2476 -0.23 -0.34 0.11 0.499
H 1.7986 2.1174 -0.8577 -0.06 0.04 0.16 0.313
H 1.4972 -1.6157 -1.3088 -0.47 0.09 0.13 0.556
H -2.4533 -3.4892 -0.1069 0.23 -0.17 0.11 0.359
H -1.4164 -4.9481 -0.1457 0.01 0.27 0.00 0.443
H -0.8925 -3.5076 0.7694 -0.17 -0.12 -0.05 0.334
H 1.2531 -3.5852 -2.2787 0.08 -0.10 0.16 0.420
H 1.2559 -3.6112 -0.4840 0.07 -0.09 -0.16 0.407
H 0.6369 -5.0008 -1.3986 0.03 0.20 -0.01 0.423
H -0.8883 -3.4673 -3.5264 -0.17 -0.13 0.03 0.358
H -1.4185 -4.9218 -2.6364 0.00 0.27 -0.02 0.450
H -2.4513 -3.4601 -2.6543 0.21 -0.17 -0.11 0.351
C 4.0665 2.9805 2.2248 0.23 -0.05 0.12 -1.521
C 2.7341 2.4797 2.7406 -0.70 0.80 0.13 0.266
C 2.7107 2.1676 4.2494 0.23 -0.44 -0.15 -0.725
C 1.8570 0.8923 4.3944 -0.30 0.37 -0.25 -0.526
C 1.8090 0.2700 2.9859 0.35 -0.69 0.20 -0.603
N 2.1949 1.3189 2.0734 -0.07 -0.23 -0.39 0.066
H 4.3135 3.9187 2.7349 0.02 -0.10 -0.13 0.413
H 4.8692 2.2621 2.4387 -0.13 0.07 -0.14 0.359
H 4.0308 3.1766 1.1480 0.06 -0.05 0.13 0.317
H 1.9934 3.2743 2.5649 0.24 0.30 0.14 0.195
H 3.7276 1.9744 4.6177 -0.16 0.17 -0.09 0.319
H 2.2778 3.0020 4.8023 0.21 -0.05 0.09 0.330
H 2.2823 0.2035 5.1275 -0.21 0.07 -0.05 0.313
H 0.8407 1.1689 4.6967 0.18 -0.16 0.11 0.258
H 2.5037 -0.5874 2.9345 -0.20 0.11 -0.02 0.244
H 0.8049 -0.1033 2.7519 0.09 -0.06 0.07 0.304
H 2.6461 1.0159 1.2235 0.18 0.06 0.66 -0.040
```
Positions in Å, forces in eV/Å.

## Properties
Highest occupied orbital energy, eV: -8.136
Frontier orbital gap, eV: 6.43

(3)
DFT (the ωB97M-V functional and the def2-TZVPD basis) results for a 5-piece molecular cluster, C21H32F9IO6 overall.

```
69
Properties=species:S:1:pos:R:3:forces:R:3:mulliken_charge:R:1
C 2.0673 -2.2376 2.5712 -0.12 -0.07 -0.17 -0.915
C 2.8896 -1.1256 1.9020 0.24 -0.06 0.50 -0.325
I 4.9720 -1.7341 1.8494 -0.13 0.04 -0.05 0.087
C 2.8088 0.2492 2.6042 0.02 -0.18 -0.20 -1.642
C 2.0550 1.3339 1.8102 0.17 0.39 0.00 0.430
O 2.9561 2.4168 1.5373 0.00 -0.41 0.19 -0.475
C 3.4343 2.4198 0.2650 0.39 0.12 -0.35 0.294
O 4.5673 2.6911 0.0204 -0.04 0.20 0.10 -0.513
C 0.8850 1.9880 2.5605 0.11 0.00 0.38 0.273
F 0.5545 3.1779 2.0040 0.10 -0.32 0.05 -0.307
F 1.3038 2.2349 3.8389 -0.19 0.06 -0.33 -0.347
C -0.4379 1.1816 2.7122 -0.17 0.34 0.08 0.620
F -0.1702 -0.0538 3.1915 -0.03 0.17 -0.15 -0.238
F -1.1889 1.8370 3.6284 0.19 -0.18 -0.10 -0.327
C -1.3883 1.0586 1.4762 -0.19 -0.14 0.08 0.728
F -1.7569 2.2863 1.0685 -0.02 -0.26 0.11 -0.265
F -2.4855 0.4040 1.9226 0.28 0.14 -0.04 -0.236
C -0.8809 0.2794 0.2251 -0.06 0.27 0.06 0.469
F -0.2312 1.1089 -0.5924 0.14 -0.04 0.02 -0.237
F -1.9132 -0.2332 -0.4225 -0.08 0.01 -0.19 -0.261
F -0.0588 -0.7152 0.5633 0.08 -0.09 0.07 -0.216
H 1.2627 -2.5668 1.9145 -0.10 0.04 0.01 0.181
H 2.6626 -3.1181 2.7963 0.03 0.02 -0.01 0.398
H 1.6225 -1.8967 3.5033 0.00 0.05 0.04 0.229
H 2.6286 -1.0410 0.8527 0.06 0.01 -0.09 0.543
H 2.4068 0.1151 3.6052 -0.09 0.07 0.01 0.450
H 3.8132 0.6442 2.7274 -0.06 0.13 0.08 0.730
H 1.7384 0.9296 0.8518 -0.36 -0.02 -0.05 0.549
H 2.6919 2.2011 -0.5131 -0.09 -0.18 0.14 0.365
C 1.8891 2.0537 -4.4155 0.07 -0.06 0.14 -1.185
C 1.4227 3.0726 -3.4067 0.01 0.01 -0.05 0.824
C 0.5018 4.1569 -3.9050 0.01 0.04 0.15 -1.201
O 1.7728 3.0240 -2.2498 -0.10 -0.02 -0.03 -0.495
H 2.5450 1.3331 -3.9335 0.00 0.00 0.00 0.280
H 1.0313 1.5335 -4.8446 0.00 0.05 -0.08 0.341
H 2.4295 2.5497 -5.2230 -0.07 0.00 -0.06 0.377
H -0.4071 3.7140 -4.3150 0.02 0.01 -0.09 0.343
H 0.9918 4.7288 -4.6943 -0.04 -0.04 -0.07 0.372
H 0.2421 4.8220 -3.0855 0.00 0.00 0.01 0.292
C 7.7928 -0.6009 -1.6932 -0.14 -0.01 0.08 -0.947
C 7.3961 -2.0583 -1.6813 0.04 0.08 0.01 0.788
C 8.3101 -3.0200 -2.4041 -0.12 -0.10 0.06 -1.131
O 6.3961 -2.4332 -1.1174 0.02 -0.10 -0.14 -0.496
H 7.0592 -0.0174 -1.1418 0.00 0.00 0.00 0.200
H 8.7744 -0.4765 -1.2327 0.04 0.01 -0.08 0.314
H 7.8475 -0.2360 -2.7203 0.09 0.00 -0.01 0.329
H 9.3106 -2.9843 -1.9701 0.03 0.05 -0.06 0.327
H 8.3833 -2.7456 -3.4577 0.08 0.04 0.01 0.332
H 7.9165 -4.0299 -2.3207 0.00 0.00 0.00 0.294
C -5.7592 -3.6777 2.0836 -0.04 -0.15 -0.08 -1.126
C -4.8835 -3.4755 0.8692 0.01 0.02 0.08 0.653
C -4.1643 -2.1561 0.7797 0.06 -0.16 -0.27 -0.465
O -4.7801 -4.3264 0.0158 -0.03 -0.01 -0.04 -0.585
H -6.2299 -4.6570 2.0378 0.00 0.00 0.00 0.324
H -5.1598 -3.6056 2.9925 -0.03 0.09 0.02 0.342
H -6.5271 -2.9027 2.1192 0.06 0.06 0.06 0.264
H -3.5048 -2.0261 1.6391 -0.10 0.08 0.07 0.304
H -4.8955 -1.3462 0.7595 0.08 0.04 0.18 0.084
H -3.5727 -2.1291 -0.1318 0.02 -0.05 -0.01 0.273
C -7.8562 -0.7787 -0.9001 0.13 -0.06 0.10 -1.006
C -7.4258 0.3280 0.0321 -0.05 -0.01 -0.05 0.891
C -8.1691 1.6363 -0.0750 0.11 0.03 0.12 -1.243
O -6.5274 0.1737 0.8269 -0.04 0.04 0.04 -0.556
H -7.2485 -1.6647 -0.7299 0.00 0.00 -0.01 0.170
H -8.9058 -1.0232 -0.7302 -0.03 0.04 -0.07 0.347
H -7.7420 -0.4593 -1.9371 -0.09 0.02 -0.01 0.342
H -9.2303 1.4803 0.1247 -0.03 0.00 -0.09 0.344
H -8.0656 2.0431 -1.0821 -0.08 -0.03 -0.03 0.339
H -7.7668 2.3452 0.6440 0.00 0.00 0.00 0.305
```
Positions in Å, forces in eV/Å.

## Properties
Highest occupied orbital energy, eV: -8.926
Frontier orbital gap, eV: 9.39

(4)
DFT (the ωB97M-V functional and the def2-TZVPD basis) results for C21H32N2O4 in the gas phase.

```
59
Properties=species:S:1:pos:R:3:forces:R:3:mulliken_charge:R:1
C 2.8669 2.1549 -2.6945 0.26 -0.37 0.11 -1.035
C 3.9320 1.0950 -2.4623 0.04 0.16 -0.11 -0.331
O 3.3337 -0.0158 -1.8294 -0.23 0.22 -0.03 -0.275
C 4.1933 -1.1173 -1.6366 0.22 -0.15 0.06 -0.733
C 5.1056 -0.9757 -0.4040 -0.30 -0.19 -0.02 -0.441
C 4.6079 -1.8081 0.7817 0.28 -0.07 -0.14 -1.146
N 3.2743 -1.4512 1.1903 0.27 0.31 0.01 -0.008
C 2.1941 -2.2065 0.9237 -0.19 0.20 0.26 0.155
O 2.2363 -3.2970 0.3898 -0.12 -0.35 -0.20 -0.705
C 0.8894 -1.5906 1.4308 -0.07 -0.02 -0.10 0.247
N 0.9914 -0.1573 1.5387 0.05 -0.06 0.19 0.187
C 0.8627 0.6366 0.3249 0.05 0.21 -0.55 0.418
C 1.1212 2.0470 0.8743 0.05 -0.03 -0.10 -0.785
C 0.5815 1.9865 2.3150 -0.03 0.01 0.16 -1.321
C 0.1130 0.5325 2.4680 -0.27 0.11 0.45 -0.039
C -1.3665 0.3625 2.0955 0.33 0.16 -0.12 -1.729
C -1.6830 0.8406 0.6638 -0.17 -0.65 -0.13 2.303
O -1.8590 2.2472 0.7444 0.01 0.30 0.07 -0.655
C -2.9788 0.1731 0.2051 -0.04 0.35 0.02 -0.642
C -4.1401 0.9112 0.0420 0.27 0.01 0.06 -1.020
C -5.3296 0.3221 -0.3556 -0.39 -0.20 -0.14 -0.566
C -5.3799 -1.0438 -0.5955 0.09 0.04 0.04 0.854
O -6.4869 -1.7336 -0.9910 0.33 -0.12 0.06 -0.455
C -7.6886 -1.0262 -1.1693 -0.19 0.12 -0.03 -0.843
C -4.2202 -1.7995 -0.4173 -0.17 -0.04 -0.04 -1.170
C -3.0459 -1.2000 -0.0215 -0.13 0.03 -0.05 0.002
C -0.5314 0.5070 -0.3111 0.17 -0.01 0.33 -1.684
H 2.0591 1.7378 -3.2892 -0.10 0.00 -0.09 0.287
H 2.4600 2.4894 -1.7447 -0.06 0.10 0.11 0.106
H 3.2975 3.0032 -3.2193 0.00 0.12 -0.04 0.435
H 4.3693 0.7787 -3.4230 -0.01 0.02 0.12 0.330
H 4.7445 1.5065 -1.8441 -0.04 -0.07 -0.07 0.304
H 3.5338 -1.9792 -1.5105 0.11 -0.02 -0.05 0.387
H 4.7965 -1.2714 -2.5423 -0.07 -0.01 0.05 0.494
H 6.1200 -1.2937 -0.6471 0.08 0.05 0.03 0.303
H 5.1420 0.0758 -0.1110 0.09 0.06 -0.04 0.334
H 5.2900 -1.6829 1.6299 -0.05 -0.11 -0.07 0.397
H 4.5758 -2.8650 0.5046 0.08 0.09 0.09 0.446
H 3.0911 -0.5239 1.5492 -0.14 -0.07 0.02 0.281
H 0.0795 -1.9560 0.7846 0.10 -0.03 0.04 -0.349
H 0.7176 -2.0007 2.4318 -0.02 -0.02 -0.07 0.536
H 1.6112 0.3294 -0.4102 -0.04 0.06 0.08 -0.216
H 0.6203 2.8114 0.2854 0.04 0.05 -0.05 0.455
H 2.1912 2.2561 0.8720 0.04 -0.01 -0.03 0.524
H -0.2413 2.6792 2.4668 0.04 0.05 0.07 0.347
H 1.3669 2.2096 3.0362 0.01 -0.02 0.02 0.429
H 0.2706 0.1507 3.4824 0.00 0.02 -0.05 0.562
H -1.6401 -0.6887 2.1938 -0.05 -0.01 0.00 0.478
H -1.9899 0.9408 2.7785 -0.10 -0.06 0.03 0.500
H -1.9964 2.5853 -0.1473 0.01 -0.02 -0.02 0.535
H -4.1329 1.9717 0.2466 0.02 0.04 0.02 0.492
H -6.2050 0.9425 -0.4673 -0.10 0.01 -0.02 0.406
H -8.4249 -1.7676 -1.4759 0.02 0.09 0.02 0.246
H -7.5961 -0.2649 -1.9511 0.00 -0.02 0.04 0.333
H -8.0192 -0.5527 -0.2388 0.02 0.00 -0.04 0.335
H -4.2686 -2.8623 -0.5934 0.00 -0.14 -0.02 0.472
H -2.1747 -1.8226 0.1182 0.12 -0.07 0.01 0.249
H -0.6468 -0.5071 -0.6917 -0.05 -0.01 -0.06 0.555
H -0.5945 1.1767 -1.1735 -0.06 -0.04 -0.07 0.424
```
Positions in Å, forces in eV/Å.

## Properties
Highest occupied orbital energy, eV: -8.362
Frontier orbital gap, eV: 9.07

> Number 1 is which compound?

C21H32CoF6NO3P2